2 unconnected molecules or ions with the total composition C4H11O at a distorted geometry, computed with wB97M-V/def2-TZVPD.

```
! RIJCOSX wB97M-V def2-TZVPD def2/J DEFGRID3
* xyz -1 1
C 1.363 -1.115 2.061
O 0.235 -1.142 1.360
H 1.636 -2.100 2.630
H 2.247 -1.093 1.338
H 1.399 -0.419 2.946
C -1.226 1.265 -0.082
C -1.035 0.541 -1.414
C 0.317 -0.204 -1.474
H -1.810 2.189 -0.104
H -0.341 1.573 0.466
H -1.777 0.572 0.562
H -1.050 1.248 -2.254
H -1.834 -0.169 -1.633
H 0.246 -0.900 -2.322
H 1.122 0.525 -1.546
H 0.507 -0.771 -0.536
*
```

As for the LUMO energy: 4.339 eV. The largest force on an atom comes out at 1.94 eV/A. The calculation puts the HOMO energy at -2.05 eV. Its energy above the lowest of the compared OMol25 structures with the same formula, charge and spin is 12.6 kcal/mol.

2 unconnected molecules or ions with the total composition C4H11O2P at a distorted geometry, computed with wB97M-V/def2-TZVPD.

```
! RIJCOSX wB97M-V def2-TZVPD def2/J DEFGRID3
* xyz 0 1
C 0.468 -1.817 0.569
O -0.467 -0.927 0.109
P -0.201 0.667 -0.220
C -1.170 1.152 1.450
C -1.750 0.404 -1.473
H 0.052 -2.816 0.788
H 1.043 -1.321 1.313
H 1.300 -2.038 -0.228
H -2.012 1.911 1.192
H -1.691 0.261 1.844
H -0.398 1.530 2.078
H -2.491 1.161 -1.546
H -1.583 0.319 -2.571
H -2.107 -0.584 -1.106
C 2.724 0.582 -0.621
O 2.749 1.147 0.433
H 1.904 -0.094 -0.758
H 3.630 0.464 -1.253
*
```

As for the LUMO energy: 0.741 eV. The largest force on an atom comes out at 4.40 eV/A. Its SMILES is COP(C)C.C=O. The calculation puts the HOMO energy at -8.67 eV. Its energy above the lowest of the compared OMol25 structures with the same formula, charge and spin is 63.3 kcal/mol.

A molecular structure, C4H11O2Yb at a distorted geometry, computed with wB97M-V/def2-TZVPD.

```
! RIJCOSX wB97M-V def2-TZVPD def2/J DEFGRID3
* xyz 1 3
H 0.596 0.198 0.320
O -0.065 -0.545 2.457
C -0.513 -1.872 2.638
H 0.083 -2.409 3.394
H -1.558 -1.822 2.972
H -0.530 -2.410 1.675
C 1.731 0.507 -2.363
O 0.390 0.647 -1.953
C 0.168 0.968 -0.568
C -1.324 0.914 -0.317
Yb -1.844 0.587 -2.824
H 1.703 0.168 -3.405
H 2.259 1.471 -2.308
H 2.233 -0.238 -1.726
H -1.636 1.876 0.120
H 0.712 1.892 -0.324
H -0.869 0.102 2.002
H -1.535 -0.034 0.209
*
```

As for the LUMO energy (spin up / spin down): -3.486 / -6.673 eV. The largest force on an atom comes out at 5.14 eV/A. The calculation puts the HOMO energy (spin up / spin down) at -10.07 / -13.19 eV. Its energy above the lowest of the compared OMol25 structures with the same formula, charge and spin is 0.0 kcal/mol.

2 unconnected molecules or ions with the total composition C4H11O3 at a distorted geometry, computed with wB97M-V/def2-TZVPD.

```
! RIJCOSX wB97M-V def2-TZVPD def2/J DEFGRID3
* xyz -1 1
C -1.403 -0.802 1.662
O -1.404 -0.054 2.938
C -0.387 -0.076 0.777
C -0.657 -0.357 -0.698
C 0.557 -0.109 -1.642
O 1.783 -0.194 -1.081
H -1.050 -1.788 1.971
H -2.409 -0.757 1.243
H -2.064 -0.484 3.510
H 0.665 -0.323 0.964
H -0.402 0.956 1.149
H -1.086 -1.372 -0.699
H -1.502 0.195 -1.115
H 0.287 0.850 -2.192
H 0.530 -0.857 -2.468
H 3.568 1.833 -1.708
H 2.320 1.223 -1.083
O 2.653 2.117 -1.528
*
```

As for the LUMO energy: 3.358 eV. The largest force on an atom comes out at 2.35 eV/A. The calculation puts the HOMO energy at -3.17 eV. Its energy above the lowest of the compared OMol25 structures with the same formula, charge and spin is 31.3 kcal/mol.

C4H11OP in the gas phase at a distorted geometry, computed with wB97M-V/def2-TZVPD.

```
! RIJCOSX wB97M-V def2-TZVPD def2/J DEFGRID3
* xyz 0 1
C -0.614 1.170 -2.209
C -1.397 0.306 -1.126
P -0.258 0.528 0.628
O 0.265 1.890 0.563
C 0.886 -0.912 0.599
C 1.147 -1.240 2.049
H 0.420 0.913 -1.937
H -0.910 1.044 -3.221
H -0.561 2.286 -2.029
H -1.314 -0.713 -1.259
H -2.348 0.648 -0.974
H -1.104 0.327 1.638
H 0.466 -1.629 -0.078
H 1.805 -0.623 -0.007
H 0.277 -0.988 2.614
H 1.273 -2.317 2.288
H 1.965 -0.690 2.461
*
```

As for the LUMO energy: 0.991 eV. The largest force on an atom comes out at 5.52 eV/A. Its SMILES is CC[PH](=O)CC. The calculation puts the HOMO energy at -9.25 eV. Its energy above the lowest of the compared OMol25 structures with the same formula, charge and spin is 25.1 kcal/mol.

2 unconnected molecules or ions with the total composition C4H11P3 at a distorted geometry, computed with wB97M-V/def2-TZVPD.

```
! RIJCOSX wB97M-V def2-TZVPD def2/J DEFGRID3
* xyz 0 1
C 0.601 -1.154 0.015
C -0.268 -2.240 0.540
C -2.022 0.633 -0.712
C -0.606 0.831 -0.552
P 2.199 -0.955 -0.141
P -0.103 1.430 1.028
P 2.848 1.117 -0.417
H -0.855 -1.850 1.307
H -0.921 -2.563 -0.273
H 0.259 -3.006 1.112
H -2.049 -0.064 -1.556
H -2.452 0.473 0.272
H -2.435 1.653 -1.000
H 0.099 1.116 -1.326
H -0.867 0.471 1.671
H -1.105 2.392 1.100
H 3.828 0.774 0.468
H 3.850 0.943 -1.536
*
```

As for the LUMO energy (spin up / spin down): 0.116 / 0.113 eV. The largest force on an atom comes out at 4.22 eV/A. The calculation puts the HOMO energy (spin up / spin down) at -7.47 / -7.48 eV. Its energy above the lowest of the compared OMol25 structures with the same formula, charge and spin is 88.4 kcal/mol.

A molecular structure, C4H11P3 at a distorted geometry, computed with wB97M-V/def2-TZVPD.

```
! RIJCOSX wB97M-V def2-TZVPD def2/J DEFGRID3
* xyz 0 1
C 0.680 1.229 -0.560
C 2.017 2.395 -1.109
C -1.597 -2.195 0.299
C -1.712 0.648 0.328
P -0.659 2.096 -0.245
P 1.123 -0.469 -0.630
P -0.907 -0.735 1.303
H 2.499 1.906 -2.006
H 1.387 3.252 -1.438
H 2.746 2.778 -0.317
H -1.492 -3.141 0.767
H -0.938 -2.102 -0.524
H -2.547 -1.848 0.018
H -2.541 1.038 0.872
H -2.169 0.093 -0.471
H 2.011 -0.555 -1.729
H 2.171 -0.251 0.212
H -1.946 -0.850 2.229
*
```

As for the LUMO energy: 0.019 eV. The largest force on an atom comes out at 5.99 eV/A. The calculation puts the HOMO energy at -8.24 eV. Its energy above the lowest of the compared OMol25 structures with the same formula, charge and spin is 44.6 kcal/mol.

A molecular structure, C4H11PS at a distorted geometry, computed with wB97M-V/def2-TZVPD.

```
! RIJCOSX wB97M-V def2-TZVPD def2/J DEFGRID3
* xyz 0 1
C 0.892 0.404 1.300
C -0.290 -0.536 1.349
C -1.107 -0.114 0.167
C 1.401 -0.361 -1.858
P -0.236 -0.569 -1.320
S 1.603 1.398 -1.934
H 1.501 0.289 0.366
H 1.584 0.025 2.082
H 0.730 1.430 1.474
H -0.803 -0.326 2.330
H -0.031 -1.648 1.162
H -1.219 0.964 0.228
H -2.242 -0.464 0.004
H 2.231 -0.648 -1.257
H -0.649 -1.900 -1.273
H -0.862 0.140 -2.322
H 2.133 1.353 -3.097
*
```

As for the LUMO energy: 0.847 eV. The largest force on an atom comes out at 4.06 eV/A. The calculation puts the HOMO energy at -7.62 eV. Its energy above the lowest of the compared OMol25 structures with the same formula, charge and spin is 74.9 kcal/mol.

2 unconnected molecules or ions with the total composition C4H11S at a distorted geometry, computed with wB97M-V/def2-TZVPD.

```
! RIJCOSX wB97M-V def2-TZVPD def2/J DEFGRID3
* xyz -1 1
C 3.303 -0.885 -1.384
S 3.880 -0.423 0.331
H 4.202 -1.215 -1.958
H 2.706 -1.807 -1.475
H 2.784 -0.066 -1.860
C -4.676 0.150 -0.184
C -3.624 1.151 0.509
C -2.295 0.452 0.639
H -4.515 0.107 -1.258
H -5.708 0.552 -0.276
H -4.567 -0.816 0.283
H -4.135 1.282 1.482
H -3.709 2.021 -0.119
H -2.207 -0.035 1.592
H -1.890 -0.270 -0.082
H -1.573 1.259 0.495
*
```

As for the LUMO energy: 2.977 eV. The largest force on an atom comes out at 4.49 eV/A. The calculation puts the HOMO energy at -1.95 eV. Its energy above the lowest of the compared OMol25 structures with the same formula, charge and spin is 36.5 kcal/mol.

2 unconnected molecules or ions with the total composition C4H11S at a distorted geometry, computed with wB97M-V/def2-TZVPD.

```
! RIJCOSX wB97M-V def2-TZVPD def2/J DEFGRID3
* xyz -1 1
C 2.207 -1.488 0.042
C 2.480 -0.640 1.394
H 1.851 -0.708 -0.664
H 1.401 -2.232 0.202
H 3.105 -2.022 -0.409
H 1.631 0.040 1.529
H 2.683 -1.109 2.366
H 3.222 0.103 1.132
C -2.796 1.579 -0.426
C -1.960 0.539 -1.116
S -1.024 -0.442 0.144
H -1.987 2.194 0.140
H -3.479 1.159 0.308
H -3.454 2.178 -1.121
H -1.281 1.041 -1.755
H -2.599 -0.191 -1.765
*
```

As for the LUMO energy: 4.245 eV. The largest force on an atom comes out at 2.82 eV/A. The calculation puts the HOMO energy at -2.27 eV. Its energy above the lowest of the compared OMol25 structures with the same formula, charge and spin is 27.2 kcal/mol.

2 unconnected molecules or ions with the total composition C4H11S2 at a distorted geometry, computed with wB97M-V/def2-TZVPD.

```
! RIJCOSX wB97M-V def2-TZVPD def2/J DEFGRID3
* xyz -1 1
C -0.989 0.721 -1.098
S -2.811 0.668 -1.465
C -2.801 -0.845 -2.517
H -0.814 0.851 -0.032
H -0.547 1.567 -1.610
H -0.597 -0.274 -1.266
H -1.869 -1.038 -3.034
H -2.934 -1.729 -1.904
H -3.572 -0.662 -3.261
C 2.816 0.247 2.372
C 1.436 0.084 1.692
S 1.610 -1.046 0.274
H 3.583 0.594 1.695
H 3.008 -0.733 2.812
H 2.639 0.869 3.257
H 0.994 1.106 1.594
H 0.848 -0.381 2.491
*
```

As for the LUMO energy: 3.181 eV. The largest force on an atom comes out at 1.78 eV/A. The calculation puts the HOMO energy at -2.45 eV. Its energy above the lowest of the compared OMol25 structures with the same formula, charge and spin is 18.2 kcal/mol.

2 unconnected molecules or ions with the total composition C4H12 at a distorted geometry, computed with wB97M-V/def2-TZVPD.

```
! RIJCOSX wB97M-V def2-TZVPD def2/J DEFGRID3
* xyz -1 2
C -1.695 0.648 -1.795
C -1.739 -0.777 -2.329
H -2.576 1.232 -2.072
H -1.472 0.729 -0.733
H -0.850 1.171 -2.242
H -1.175 -1.474 -1.691
H -1.265 -0.829 -3.317
H -2.736 -1.198 -2.405
C 2.234 0.525 1.789
C 1.211 -0.362 2.456
H 2.729 -0.043 1.003
H 1.742 1.339 1.260
H 3.051 0.923 2.389
H 0.608 0.084 3.255
H 1.441 -1.378 2.788
H 0.492 -0.591 1.644
*
```

As for the LUMO energy (spin up / spin down): 4.394 / 4.452 eV. The largest force on an atom comes out at 1.71 eV/A. The calculation puts the HOMO energy (spin up / spin down) at 1.49 / -7.79 eV. Its energy above the lowest of the compared OMol25 structures with the same formula, charge and spin is 6.2 kcal/mol.